a:
Molecular formula: C6H9N
Method: DFT, the ωB97M-V functional and the def2-TZVPD basis

XYZ file:
```
16
Properties=species:S:1:pos:R:3:lowdin_charge:R:1
C 1.388 1.407 0.537 -0.055
C 0.236 0.445 0.514 -0.257
C -0.673 0.250 1.597 -0.067
C -1.595 -0.686 1.214 -0.132
N -1.281 -1.068 -0.062 0.040
C -0.166 -0.394 -0.504 -0.289
C 0.358 -0.655 -1.881 -0.032
H 1.046 2.451 0.514 0.078
H 2.052 1.261 -0.319 0.063
H 1.998 1.278 1.440 0.076
H -0.646 0.759 2.549 0.099
H -2.437 -1.120 1.737 0.104
H -1.776 -1.757 -0.600 0.148
H 1.348 -0.209 -2.011 0.069
H -0.304 -0.231 -2.649 0.079
H 0.450 -1.732 -2.076 0.077
```

Properties
multiplicity: 1
structure (SMILES): Cc1cc[nH]c1C
HOMO-LUMO gap: 8.89 eV

***

b:
Molecular formula: C6H9N
Method: DFT, the ωB97M-V functional and the def2-TZVPD basis

XYZ file:
```
16
Properties=species:S:1:pos:R:3:lowdin_charge:R:1
C 2.947 -0.398 0.143 0.108
C 1.799 -0.620 -0.147 -0.134
C 0.416 -0.929 -0.579 -0.141
C -0.579 -0.045 0.142 -0.585
C -0.428 1.460 -0.055 -0.028
C -0.990 -0.507 1.464 -0.102
N -1.946 -0.485 0.299 0.059
H 3.975 -0.216 0.385 0.025
H 0.330 -0.770 -1.657 0.122
H 0.185 -1.973 -0.328 0.124
H 0.606 1.804 0.046 0.076
H -1.047 2.049 0.641 0.086
H -0.758 1.681 -1.076 0.085
H -0.902 -1.554 1.779 0.110
H -0.945 0.262 2.231 0.105
H -2.589 0.307 0.249 0.089
```

Properties
multiplicity: 1
structure (SMILES): C#CC[C@]1(C)CN1
HOMO-LUMO gap: 10.60 eV

***

Name the most stable of them. a.

***

a:
Molecular formula: C6H9N
Method: DFT, the ωB97M-V functional and the def2-TZVPD basis

XYZ file:
```
16
Properties=species:S:1:pos:R:3:lowdin_charge:R:1
C -1.386 1.536 -0.277 -0.049
C -0.194 0.662 -0.184 -0.291
C -0.181 -0.767 -0.009 -0.312
C -1.201 -1.618 0.182 0.000
C 1.250 -1.168 0.297 -0.119
C 2.006 0.150 0.110 -0.113
N 1.086 1.091 -0.141 0.038
H -2.151 1.045 -0.891 0.079
H -1.141 2.492 -0.748 0.072
H -1.845 1.745 0.702 0.082
H -1.041 -2.695 0.227 0.054
H -2.218 -1.273 0.127 0.034
H 0.922 -1.668 1.305 0.152
H 1.712 -1.955 -0.320 0.111
H 3.058 0.356 -0.049 0.089
H 1.325 2.067 -0.331 0.172
```

Properties
multiplicity: 1
HOMO-LUMO gap (spin up / spin down): 7.00 / 6.94 eV

***

b:
Molecular formula: C6H9N
Method: DFT, the ωB97M-V functional and the def2-TZVPD basis

XYZ file:
```
16
Properties=species:S:1:pos:R:3:lowdin_charge:R:1
C 0.494 1.513 -1.308 -0.058
C -0.007 0.240 -0.677 -0.255
C -0.638 -0.811 -1.415 -0.068
C -0.938 -1.817 -0.534 -0.136
N -0.521 -1.419 0.708 0.037
C 0.050 -0.169 0.643 -0.282
C 0.528 0.472 1.915 -0.029
H 0.545 1.382 -2.395 0.070
H 1.502 1.782 -0.971 0.071
H -0.155 2.379 -1.126 0.074
H -0.842 -0.808 -2.484 0.101
H -1.394 -2.784 -0.677 0.102
H -0.591 -1.974 1.545 0.147
H 1.424 1.085 1.776 0.076
H 0.765 -0.299 2.654 0.071
H -0.241 1.116 2.362 0.078
```

Properties
multiplicity: 1
structure (SMILES): Cc1cc[nH]c1C
HOMO-LUMO gap: 8.86 eV

***

c:
Molecular formula: C6H9N
Method: DFT, the ωB97M-V functional and the def2-TZVPD basis

XYZ file:
```
16
Properties=species:S:1:pos:R:3:lowdin_charge:R:1
C -0.264 0.360 1.595 0.039
C 0.130 0.667 0.360 -0.365
C 1.340 1.548 0.125 -0.061
C -0.598 0.140 -0.863 -0.173
C -1.052 -1.319 -0.725 -0.188
C 0.073 -2.202 -0.393 -0.230
N 0.987 -2.869 -0.153 0.145
H 0.253 0.759 2.468 0.072
H -1.114 -0.291 1.809 0.064
H 1.577 1.634 -0.939 0.069
H 2.225 1.135 0.622 0.085
H 1.179 2.560 0.512 0.081
H 0.057 0.209 -1.735 0.111
H -1.477 0.766 -1.073 0.125
H -1.498 -1.675 -1.657 0.118
H -1.817 -1.423 0.048 0.109
```

Properties
multiplicity: 1
structure (SMILES): C=C(C)CCC#N
HOMO-LUMO gap: 10.42 eV

***

d:
Molecular formula: C6H9N
Method: DFT, the ωB97M-V functional and the def2-TZVPD basis

XYZ file:
```
16
Properties=species:S:1:pos:R:3:lowdin_charge:R:1
C -2.405 -0.188 -0.310 -0.038
C -0.991 -0.025 0.132 -0.309
C -0.168 1.029 0.196 -0.014
C 1.180 0.505 0.644 -0.366
C 0.973 -0.937 1.055 -0.033
C 2.163 0.157 -0.526 -0.088
N -0.256 -1.161 0.596 0.011
H -2.974 -0.793 0.408 0.080
H -2.895 0.784 -0.397 0.080
H -2.462 -0.688 -1.285 0.084
H -0.442 2.057 -0.021 0.110
H 1.709 1.152 1.353 0.130
H 1.832 -0.715 -1.109 0.077
H 2.240 1.001 -1.204 0.071
H 3.149 -0.088 -0.118 0.075
H -0.653 -2.090 0.586 0.129
```

Properties
multiplicity: 1
HOMO-LUMO gap: 9.16 eV

***

Name the most stable of them. b.

***

a:
Molecular formula: C6H9N
Method: DFT, the ωB97M-V functional and the def2-TZVPD basis

XYZ file:
```
16
Properties=species:S:1:pos:R:3:lowdin_charge:R:1
C 1.924 -0.180 -0.058 -0.102
N 0.605 -0.475 -0.056 -0.171
C -0.392 -0.073 1.007 -0.226
C -0.481 1.200 0.128 -0.120
C -0.434 0.120 -0.982 -0.227
C -1.550 -0.914 -0.725 -0.034
C -1.523 -1.043 0.600 -0.033
H 2.449 -0.569 0.817 0.073
H 2.394 -0.381 -1.021 0.072
H 2.014 1.527 0.107 0.122
H -0.082 -0.043 2.054 0.135
H 0.763 1.770 0.151 0.080
H -1.314 1.911 0.217 0.097
H -0.166 0.353 -2.014 0.135
H -2.131 -1.470 -1.459 0.099
H -2.076 -1.733 1.234 0.098
```

Properties
multiplicity: 1
HOMO-LUMO gap: 8.99 eV

***

b:
Molecular formula: C6H9N
Method: DFT, the ωB97M-V functional and the def2-TZVPD basis

XYZ file:
```
16
Properties=species:S:1:pos:R:3:lowdin_charge:R:1
C -1.315 1.456 -0.120 -0.035
C -0.073 0.634 -0.064 -0.310
C 0.032 -0.751 -0.105 -0.413
C -1.116 -1.662 -0.043 -0.006
C 1.419 -1.095 -0.034 -0.052
C 2.105 0.087 -0.032 -0.134
N 1.213 1.121 -0.073 0.042
H -2.106 1.024 0.512 0.076
H -1.714 1.472 -1.143 0.083
H -1.157 2.492 0.202 0.075
H -0.987 -2.736 0.038 0.052
H -2.127 -1.315 -0.257 0.049
H -0.557 -0.998 1.071 0.217
H 1.833 -2.097 0.016 0.106
H 3.168 0.266 -0.033 0.105
H 1.441 2.089 0.069 0.147
```

Properties
multiplicity: 1
HOMO-LUMO gap: 7.49 eV

***

Name the most stable of them. b.

***

a:
Molecular formula: C6H9N
Method: DFT, the ωB97M-V functional and the def2-TZVPD basis

XYZ file:
```
16
Properties=species:S:1:pos:R:3:lowdin_charge:R:1
C -0.926 -1.578 0.521 -0.062
C 0.147 -0.817 -0.190 -0.246
C 1.568 -0.991 -0.139 -0.057
C 2.105 0.263 -0.049 -0.129
N 1.080 1.174 -0.110 0.054
C -0.106 0.533 -0.253 -0.316
C -1.388 1.295 -0.422 -0.035
H -1.412 -2.307 -0.095 0.059
H -1.668 -0.846 0.844 0.062
H -0.652 -2.067 1.465 0.084
H 2.139 -1.913 -0.116 0.098
H 3.128 0.576 0.041 0.100
H 1.149 2.167 -0.012 0.147
H -2.210 0.644 -0.739 0.081
H -1.250 2.029 -1.224 0.079
H -1.705 1.838 0.478 0.081
```

Properties
multiplicity: 1
structure (SMILES): Cc1cc[nH]c1C
HOMO-LUMO gap: 8.75 eV

***

b:
Molecular formula: C6H9N
Method: DFT, the ωB97M-V functional and the def2-TZVPD basis

XYZ file:
```
16
Properties=species:S:1:pos:R:3:lowdin_charge:R:1
C 2.010 -0.093 -0.093 -0.015
C 0.540 0.170 -0.005 -0.419
C -0.480 0.787 0.881 -0.154
C -1.127 1.355 -0.350 -0.167
N -0.380 0.352 -1.165 0.060
C -1.061 -1.259 -0.514 -0.003
C -0.487 -0.729 0.723 -0.201
H 2.602 0.771 -0.409 0.075
H 2.185 -0.901 -0.814 0.083
H 2.371 -0.426 0.884 0.082
H -0.347 1.196 1.876 0.131
H -2.205 1.285 -0.495 0.109
H -0.778 2.383 -0.524 0.118
H -0.415 -1.706 -1.252 0.074
H -1.971 -1.906 -0.405 0.096
H -0.457 -1.280 1.664 0.130
```

Properties
multiplicity: 1
HOMO-LUMO gap: 10.18 eV

***

Name the most stable of them. a.

***

a:
Molecular formula: C6H9N
Method: DFT, the ωB97M-V functional and the def2-TZVPD basis

XYZ file:
```
16
Properties=species:S:1:pos:R:3:lowdin_charge:R:1
C 0.629 -0.477 -1.082 0.027
C -0.652 -0.430 -0.705 -0.405
C -1.192 -1.165 0.493 -0.058
C -1.608 0.151 -1.594 -0.207
N -2.420 0.424 -2.379 0.149
H 1.026 0.132 -1.887 0.095
H 1.311 -1.191 -0.634 0.087
H -1.508 -2.152 0.151 0.088
H -2.058 -0.672 0.949 0.090
H -0.427 -1.288 1.269 0.078
C 0.577 1.436 0.978 -0.088
C 1.744 0.816 0.855 -0.117
H -0.157 1.138 1.724 0.062
H 0.245 2.191 0.267 0.072
H 2.485 1.126 0.123 0.064
H 2.006 -0.040 1.473 0.064
```

Properties
multiplicity: 1
structure (SMILES): C=C(C)C#N.C=C
HOMO-LUMO gap: 9.17 eV

***

b:
Molecular formula: C6H9N
Method: DFT, the ωB97M-V functional and the def2-TZVPD basis

XYZ file:
```
16
Properties=species:S:1:pos:R:3:lowdin_charge:R:1
C 1.788 0.059 -0.830 -0.125
N 1.385 -0.282 0.530 -0.128
C 0.053 -0.247 0.887 -0.381
C -0.711 1.059 0.491 -0.085
C -1.690 0.802 -0.273 -0.128
C -1.820 -0.644 -0.390 -0.098
C -0.821 -1.293 0.227 -0.060
H 1.477 1.108 -1.092 0.067
H 1.486 -0.664 -1.640 0.088
H 2.997 0.225 -0.707 0.126
H 1.912 0.244 1.195 0.096
H 0.015 -0.423 2.034 0.179
H -0.396 2.063 0.730 0.108
H -2.403 1.605 -0.368 0.106
H -2.630 -1.233 -0.938 0.119
H -0.642 -2.377 0.143 0.114
```

Properties
multiplicity: 1
structure (SMILES): CNC1C=CC=C1
HOMO-LUMO gap: 9.40 eV

***

c:
Molecular formula: C6H9N
Method: DFT, the ωB97M-V functional and the def2-TZVPD basis

XYZ file:
```
16
Properties=species:S:1:pos:R:3:lowdin_charge:R:1
C -2.556 1.724 0.625 -0.113
C -1.196 1.195 0.783 -0.086
C -0.081 0.743 0.866 -0.046
C 1.263 0.151 0.758 -0.166
C 1.229 -1.166 -0.012 -0.333
C 0.594 -1.214 -1.342 -0.156
N 2.050 -1.226 -1.222 0.014
H -2.667 2.206 -0.355 0.076
H -2.797 2.466 1.396 0.074
H -3.290 0.915 0.687 0.074
H 1.718 0.007 1.746 0.110
H 1.912 0.843 0.204 0.121
H 1.167 -2.066 0.604 0.137
H 0.177 -0.296 -1.745 0.103
H 0.067 -2.118 -1.634 0.103
H 2.410 -2.165 -1.358 0.086
```

Properties
multiplicity: 1
structure (SMILES): CC#CC[C@H]1CN1
HOMO-LUMO gap: 10.41 eV

***

Name the most stable of them. b.

***

a:
Molecular formula: C5H11NO2
Method: DFT, the ωB97M-V functional and the def2-TZVPD basis

XYZ file:
```
19
Properties=species:S:1:pos:R:3:lowdin_charge:R:1
C -0.582 2.564 -2.047 -0.002
C -1.185 2.390 -0.885 -0.170
C -0.670 1.391 0.141 -0.163
C 0.828 1.055 0.134 -0.350
N 1.579 1.055 1.404 0.030
C 0.901 -0.401 -0.351 -0.242
O 0.724 -0.717 -1.501 0.046
H -1.083 3.139 -2.826 0.057
H 0.256 1.921 -2.360 0.062
H -1.957 3.041 -0.490 0.095
H -1.012 1.664 1.161 0.116
H -1.289 0.521 -0.068 0.112
H 1.426 1.498 -0.689 0.143
H 1.100 1.293 2.269 0.069
H 2.228 1.852 1.353 0.078
H 1.104 -1.187 0.383 0.120
O -0.801 -6.744 1.740 -0.071
H -0.022 -7.149 1.342 0.030
H -1.544 -7.185 1.288 0.042
```

Properties
multiplicity: 1
structure (SMILES): C=CC[C@@H](N)C=O.O
HOMO-LUMO gap: 10.34 eV

***

b:
Molecular formula: C5H11NO2
Method: DFT, the ωB97M-V functional and the def2-TZVPD basis

XYZ file:
```
19
Properties=species:S:1:pos:R:3:lowdin_charge:R:1
C 0.279 -2.363 -0.035 -0.078
C -0.118 -0.916 -0.493 -0.353
C 0.629 -0.600 -1.870 -0.047
C 0.316 0.139 0.555 -0.175
N -0.742 1.098 0.776 0.084
C -0.465 2.344 1.252 -0.608
O 0.616 2.787 1.545 0.095
O -1.602 3.100 1.241 0.095
H 1.328 -2.579 -0.240 0.071
H -0.244 -3.149 -0.576 0.072
H 0.009 -2.348 1.019 0.068
H -1.188 -0.967 -0.630 0.113
H -0.172 -0.560 -2.589 0.062
H 1.328 -1.404 -2.069 0.062
H 1.172 0.333 -1.779 0.065
H 0.586 -0.318 1.521 0.121
H 1.284 0.521 0.251 0.114
H -1.623 1.037 0.320 0.132
H -1.391 3.844 1.802 0.108
```

Properties
multiplicity: 1
structure (SMILES): CC(C)CNC(=O)O
HOMO-LUMO gap: 10.68 eV

***

Name the most stable of them. b.